(1)
Molecular formula: C77H206N20O37
Method: DFT, ωB97M-V/def2-TZVPD

Positions of all 340 atoms, in Å:
1 C 15.148 4.677 -31.058
2 O 14.393 5.565 -30.950
3 N 14.859 3.499 -31.602
4 N 16.377 4.781 -30.664
5 H 15.575 2.788 -31.649
6 H 13.972 3.350 -32.060
7 H 16.625 5.694 -30.311
8 H 16.787 3.912 -30.352
9 C 19.710 -6.973 -37.418
10 O 20.653 -7.699 -37.680
11 N 19.063 -6.955 -36.298
12 N 19.196 -6.063 -38.222
13 H 19.351 -7.577 -35.557
14 H 18.366 -6.265 -36.059
15 H 18.391 -5.495 -37.998
16 H 19.629 -6.123 -39.133
17 C 15.384 -6.401 -35.079
18 O 16.308 -5.772 -35.546
19 N 14.115 -6.134 -34.946
20 N 15.539 -7.626 -34.645
21 H 13.500 -6.910 -34.744
22 H 13.825 -5.310 -35.453
23 H 14.688 -8.120 -34.418
24 H 16.416 -8.037 -34.357
25 C 11.059 -4.133 -34.635
26 O 10.673 -4.808 -35.572
27 N 10.372 -3.953 -33.557
28 N 12.187 -3.428 -34.539
29 H 9.623 -4.599 -33.351
30 H 10.782 -3.343 -32.864
31 H 12.260 -2.935 -33.661
32 H 12.798 -3.213 -35.314
33 C 16.738 2.752 -37.774
34 O 17.258 1.697 -37.407
35 N 16.278 2.917 -38.947
36 N 16.564 3.838 -37.106
37 H 15.699 3.707 -39.194
38 H 16.284 2.083 -39.516
39 H 16.892 3.916 -36.154
40 H 16.194 4.606 -37.649
41 C 19.237 2.434 -40.301
42 O 20.504 2.103 -40.943
43 C 21.536 1.562 -40.172
44 C 21.231 0.316 -39.279
45 N 20.524 -0.749 -40.001
46 C 19.800 -1.585 -39.080
47 C 19.121 -2.748 -39.835
48 O 18.086 -2.337 -40.690
49 C 17.624 -3.440 -41.467
50 H 18.548 2.813 -41.056
51 H 19.467 3.185 -39.545
52 H 18.758 1.598 -39.792
53 H 21.935 2.375 -39.565
54 H 22.254 1.318 -40.955
55 H 20.717 0.684 -38.391
56 H 22.130 -0.076 -38.804
57 H 19.893 -0.368 -40.691
58 H 19.121 -1.000 -38.458
59 H 20.405 -2.042 -38.298
60 H 18.721 -3.369 -39.033
61 H 19.902 -3.307 -40.351
62 H 17.288 -3.167 -42.468
63 H 16.751 -3.877 -40.983
64 H 18.276 -4.303 -41.605
65 C 9.544 4.628 -24.751
66 O 10.282 3.392 -24.932
67 C 9.546 2.208 -25.298
68 C 10.263 1.401 -26.395
69 N 10.081 1.966 -27.761
70 C 10.905 1.201 -28.704
71 C 10.683 1.589 -30.205
72 O 9.412 1.069 -30.750
73 C 9.091 1.560 -31.995
74 H 8.960 4.791 -25.657
75 H 10.270 5.440 -24.719
76 H 8.982 4.711 -23.820
77 H 8.508 2.422 -25.553
78 H 9.555 1.564 -24.419
79 H 9.853 0.393 -26.335
80 H 11.309 1.197 -26.163
81 H 9.158 1.631 -27.998
82 H 10.637 0.164 -28.500
83 H 11.935 1.179 -28.348
84 H 11.446 1.207 -30.884
85 H 10.782 2.674 -30.184
86 H 8.433 2.416 -32.145
87 H 8.617 0.706 -32.478
88 H 9.982 1.745 -32.596
89 C 16.026 -0.131 -40.362
90 O 15.792 0.936 -41.252
91 C 16.478 0.896 -42.513
92 C 15.803 -0.005 -43.607
93 N 14.412 0.370 -43.876
94 C 13.580 -0.778 -44.295
95 C 13.210 -1.822 -43.252
96 O 14.225 -2.683 -42.857
97 C 13.879 -3.379 -41.702
98 H 15.618 -1.089 -40.686
99 H 15.381 0.003 -39.494
100 H 17.064 -0.246 -40.048
101 H 17.479 0.467 -42.489
102 H 16.590 1.933 -42.830
103 H 15.773 -1.048 -43.294
104 H 16.344 0.061 -44.551
105 H 14.047 0.726 -43.004
106 H 14.031 -1.279 -45.152
107 H 12.655 -0.403 -44.733
108 H 12.340 -2.339 -43.658
109 H 12.763 -1.205 -42.472
110 H 13.877 -2.854 -40.746
111 H 14.611 -4.116 -41.372
112 H 12.943 -3.933 -41.769
113 C 22.011 -4.379 -37.914
114 O 22.895 -3.278 -37.819
115 C 23.515 -3.017 -36.551
116 C 24.467 -1.832 -36.592
117 N 23.828 -0.516 -36.827
118 C 23.238 -0.046 -35.573
119 C 22.892 1.438 -35.616
120 O 21.596 1.624 -36.228
121 C 21.186 2.911 -36.671
122 H 21.234 -4.297 -37.154
123 H 22.417 -5.367 -37.696
124 H 21.425 -4.466 -38.829
125 H 23.900 -3.936 -36.108
126 H 22.765 -2.723 -35.816
127 H 25.109 -2.037 -37.449
128 H 25.135 -1.751 -35.735
129 H 23.040 -0.757 -37.411
130 H 24.015 -0.050 -34.808
131 H 22.349 -0.615 -35.300
132 H 23.590 1.968 -36.264
133 H 22.889 1.812 -34.592
134 H 20.117 3.098 -36.777
135 H 21.653 3.272 -37.587
136 H 21.512 3.693 -35.984
137 C 26.036 5.792 -31.088
138 O 25.156 4.722 -31.208
139 C 24.168 4.752 -30.166
140 C 23.103 3.723 -30.714
141 N 23.784 2.432 -30.656
142 C 22.840 1.423 -31.183
143 C 23.627 0.083 -31.367
144 O 24.782 0.273 -32.199
145 C 25.740 -0.864 -32.238
146 H 26.500 5.701 -30.106
147 H 25.466 6.712 -31.222
148 H 26.726 5.835 -31.930
149 H 23.558 5.655 -30.141
150 H 24.674 4.603 -29.212
151 H 22.976 3.954 -31.772
152 H 22.267 3.851 -30.026
153 H 24.603 2.489 -31.244
154 H 22.358 1.589 -32.147
155 H 22.137 1.125 -30.406
156 H 23.031 -0.719 -31.802
157 H 23.829 -0.254 -30.351
158 H 26.498 -0.516 -32.940
159 H 25.280 -1.740 -32.695
160 H 26.173 -1.002 -31.247
161 C 11.115 -0.317 -34.578
162 O 11.754 0.138 -33.394
163 C 13.001 0.805 -33.510
164 C 13.009 2.242 -34.034
165 N 12.437 3.110 -33.024
166 C 12.259 4.499 -33.455
167 C 11.393 5.253 -32.414
168 O 10.007 4.933 -32.524
169 C 9.276 5.116 -31.301
170 H 10.516 -1.154 -34.219
171 H 11.800 -0.749 -35.307
172 H 10.585 0.464 -35.123
173 H 13.540 0.181 -34.223
174 H 13.420 0.743 -32.505
175 H 12.514 2.342 -35.000
176 H 14.002 2.566 -34.343
177 H 11.485 2.819 -32.855
178 H 11.766 4.581 -34.424
179 H 13.178 5.086 -33.478
180 H 11.650 6.297 -32.597
181 H 11.844 5.017 -31.450
182 H 9.289 6.164 -30.999
183 H 9.640 4.467 -30.504
184 H 8.302 4.627 -31.314
185 C 18.724 -3.019 -33.881
186 O 19.601 -1.863 -34.096
187 C 19.342 -0.952 -35.186
188 C 19.301 0.496 -34.630
189 N 18.326 0.724 -33.606
190 C 16.911 0.319 -33.738
191 C 16.250 -0.368 -32.511
192 O 15.929 0.751 -31.575
193 C 15.244 0.225 -30.462
194 H 17.667 -2.755 -33.895
195 H 18.926 -3.412 -32.885
196 H 18.868 -3.759 -34.668
197 H 18.439 -1.236 -35.726
198 H 20.073 -1.087 -35.983
199 H 19.031 1.077 -35.512
200 H 20.270 0.706 -34.176
201 H 18.738 0.278 -32.799
202 H 16.792 -0.404 -34.545
203 H 16.196 1.121 -33.916
204 H 16.808 -1.200 -32.082
205 H 15.323 -0.875 -32.781
206 H 14.436 -0.463 -30.711
207 H 14.705 0.842 -29.744
208 H 15.937 -0.342 -29.841
209 C 21.099 -3.171 -31.064
210 O 20.105 -2.810 -30.136
211 C 20.264 -3.460 -28.852
212 C 18.979 -3.396 -28.076
213 N 17.956 -4.068 -28.839
214 C 16.609 -3.562 -28.556
215 C 15.576 -4.011 -29.601
216 O 15.944 -3.471 -30.889
217 C 15.240 -4.097 -31.960
218 H 22.093 -3.139 -30.619
219 H 21.134 -2.410 -31.844
220 H 20.958 -4.178 -31.458
221 H 20.987 -2.852 -28.307
222 H 20.652 -4.477 -28.895
223 H 18.653 -2.366 -27.932
224 H 18.989 -3.777 -27.054
225 H 18.213 -3.945 -29.807
226 H 16.556 -2.477 -28.463
227 H 16.372 -3.871 -27.538
228 H 14.614 -3.656 -29.231
229 H 15.543 -5.100 -29.603
230 H 15.353 -3.641 -32.944
231 H 14.172 -3.926 -31.824
232 H 15.493 -5.156 -32.006
233 C 19.274 -0.232 -25.841
234 O 20.464 -0.966 -25.982
235 C 21.024 -1.316 -24.679
236 C 22.469 -1.717 -24.748
237 N 23.381 -0.554 -25.172
238 C 24.752 -0.988 -24.980
239 C 25.637 -0.240 -25.979
240 O 25.205 -0.548 -27.311
241 C 26.148 -0.045 -28.244
242 H 18.754 -0.207 -26.798
243 H 19.377 0.772 -25.430
244 H 18.597 -0.818 -25.219
245 H 20.424 -2.138 -24.288
246 H 20.917 -0.447 -24.029
247 H 22.618 -2.413 -25.574
248 H 22.784 -2.220 -23.834
249 H 23.291 -0.393 -26.165
250 H 24.762 -2.059 -25.185
251 H 25.047 -0.756 -23.957
252 H 26.640 -0.596 -25.747
253 H 25.590 0.792 -25.631
254 H 26.405 1.012 -28.167
255 H 25.843 -0.116 -29.288
256 H 27.068 -0.628 -28.241
257 C 14.611 -0.258 -26.630
258 O 15.884 0.271 -26.923
259 C 15.788 1.715 -27.058
260 C 15.994 2.396 -25.747
261 N 17.233 2.046 -25.043
262 C 17.305 2.511 -23.639
263 C 18.505 1.991 -22.853
264 O 18.370 0.586 -22.633
265 C 19.389 0.018 -21.769
266 H 14.474 -1.332 -26.510
267 H 13.858 0.058 -27.351
268 H 14.341 0.104 -25.637
269 H 14.982 2.029 -27.723
270 H 16.620 1.962 -27.718
271 H 15.122 2.313 -25.098
272 H 16.149 3.435 -26.036
273 H 17.276 1.039 -24.976
274 H 16.483 2.035 -23.105
275 H 17.326 3.600 -23.589
276 H 18.516 2.558 -21.922
277 H 19.330 2.327 -23.482
278 H 19.322 -1.067 -21.693
279 H 19.352 0.417 -20.756
280 H 20.396 0.256 -22.110
281 C 20.181 -7.044 -31.466
282 C 20.407 -6.767 -33.031
283 O 21.148 -7.774 -33.653
284 O 19.364 -8.153 -31.240
285 H 19.881 -6.092 -31.030
286 H 21.175 -7.383 -31.172
287 H 20.878 -5.789 -33.121
288 H 19.406 -6.649 -33.446
289 H 20.516 -8.496 -33.612
290 H 19.407 -8.249 -30.286
291 C 11.487 5.479 -28.038
292 C 12.610 4.457 -27.616
293 O 12.538 4.328 -26.216
294 O 10.183 5.023 -27.713
295 H 11.683 5.637 -29.098
296 H 11.488 6.481 -27.609
297 H 13.585 4.748 -28.008
298 H 12.486 3.493 -28.111
299 H 11.678 4.018 -25.923
300 H 10.302 4.071 -27.748
301 C 19.379 0.422 -29.698
302 C 19.160 1.942 -29.848
303 O 17.822 2.222 -30.341
304 O 19.346 -0.182 -30.979
305 H 18.553 -0.060 -29.175
306 H 20.204 0.183 -29.027
307 H 19.989 2.314 -30.450
308 H 19.228 2.516 -28.924
309 H 17.630 1.477 -30.915
310 H 19.557 -1.117 -30.912
311 C 14.922 -2.569 -37.289
312 C 16.384 -2.493 -36.771
313 O 17.130 -3.633 -37.057
314 O 14.236 -3.720 -36.679
315 H 14.992 -2.725 -38.365
316 H 14.472 -1.611 -37.028
317 H 16.435 -2.379 -35.688
318 H 16.835 -1.660 -37.310
319 H 16.776 -4.397 -36.595
320 H 13.921 -4.279 -37.393
321 C 19.069 4.778 -32.579
322 C 19.323 3.990 -33.887
323 O 18.112 3.384 -34.499
324 O 20.237 5.156 -31.886
325 H 18.523 4.072 -31.954
326 H 18.422 5.639 -32.745
327 H 20.067 3.200 -33.782
328 H 19.813 4.703 -34.551
329 H 17.951 2.508 -34.138
330 H 20.069 5.876 -31.273
331 C 11.873 -3.552 -29.878
332 C 11.843 -2.062 -30.372
333 O 11.869 -1.977 -31.783
334 O 11.812 -3.582 -28.445
335 H 12.747 -4.116 -30.203
336 H 11.028 -4.104 -30.288
337 H 12.669 -1.458 -29.996
338 H 10.910 -1.589 -30.065
339 H 11.561 -1.136 -32.130
340 H 11.973 -4.478 -28.140

HOMO-LUMO gap	8.2	eV
maximum force	6.6	eV/A
net charge	0

---

(2)
Molecular formula: C8H17N3O
Method: DFT, ωB97M-V/def2-TZVPD

Positions of all 29 atoms, in Å:
1 C 0.552 0.999 0.086
2 C 1.176 -0.333 0.124
3 C -1.560 0.001 -0.212
4 C 1.273 2.297 0.369
5 C 1.562 -0.826 1.513
6 C 2.056 -0.732 -0.948
7 C -2.215 -0.025 -1.636
8 C -2.497 0.386 0.893
9 N -0.843 -1.272 -0.047
10 N -0.649 1.157 -0.288
11 N -0.955 -1.874 1.142
12 O -1.201 2.295 -0.403
13 H 0.784 3.202 0.329
14 H 2.110 2.392 -0.292
15 H 1.812 2.264 1.329
16 H 1.057 -1.814 1.607
17 H 1.226 -0.172 2.307
18 H 2.632 -0.782 1.793
19 H 2.893 -0.024 -0.880
20 H 1.726 -0.545 -2.061
21 H 2.458 -1.798 -0.952
22 H -3.126 -0.736 -1.727
23 H -1.479 -0.348 -2.363
24 H -2.568 0.982 -1.790
25 H -2.182 0.418 1.858
26 H -3.333 -0.387 1.019
27 H -2.762 1.412 0.683
28 H -0.650 -2.801 1.402
29 H -1.082 -1.245 1.948

HOMO-LUMO gap (spin up / spin down)	8.2 / 8.2	eV
maximum force	4.0	eV/A
ΔE to the lowest compared entry with this formula, charge and spin	136.08	kcal/mol
net charge	0

---

(3)
Molecular formula: C12H16N2O
Method: DFT, ωB97M-V/def2-TZVPD

Positions of all 31 atoms, in Å:
1 C -2.708 -0.187 -0.976
2 C -0.724 1.386 -0.510
3 C -1.335 0.240 -1.243
4 C 0.565 1.564 -1.175
5 C -0.519 -0.163 -2.263
6 C -0.162 3.166 1.036
7 C 1.140 3.150 0.641
8 C -1.150 2.319 0.459
9 C 1.425 2.331 -0.506
10 N 0.649 0.665 -2.309
11 H -0.403 3.745 1.935
12 H 1.987 3.682 1.083
13 H -2.255 2.490 0.645
14 H 2.506 2.379 -0.724
15 H -3.034 -0.589 -1.890
16 H -3.480 0.584 -0.658
17 H -0.381 -0.964 -2.977
18 H 1.562 0.444 -2.647
19 H -2.682 -1.024 -0.113
20 C 1.191 -2.961 0.854
21 C 1.413 -1.948 -0.362
22 C -0.058 -2.404 1.715
23 O -1.110 -2.744 1.283
24 N 0.034 -1.536 2.731
25 H 0.976 -3.971 0.465
26 H 2.121 -2.800 1.537
27 H 2.364 -1.731 -0.547
28 H 1.086 -0.889 -0.107
29 H -0.803 -1.087 3.022
30 H 0.779 -0.863 2.896
31 H 1.007 -2.285 -1.293

HOMO-LUMO gap	8.6	eV
maximum force	5.0	eV/A
ΔE to the lowest compared entry with this formula, charge and spin	60.90	kcal/mol
net charge	0

---

(4)
Molecular formula: C36H34AuN4O4Te
Method: DFT, ωB97M-V/def2-TZVPD

Positions of all 80 atoms, in Å:
1 Au 1.661 1.068 -1.284
2 C 6.003 1.460 -1.413
3 C 4.707 1.187 -0.672
4 O 3.744 0.960 -1.447
5 C 4.693 1.220 0.760
6 C 5.941 1.410 1.425
7 C 6.053 1.561 2.773
8 C 4.873 1.573 3.554
9 C 3.657 1.386 2.980
10 C 3.492 1.132 1.568
11 O 2.342 0.850 1.135
12 H 5.783 1.481 -2.476
13 H 6.741 0.681 -1.220
14 H 6.438 2.413 -1.112
15 H 6.848 1.421 0.837
16 H 7.022 1.686 3.235
17 H 4.941 1.733 4.624
18 H 2.748 1.395 3.569
19 O 2.214 3.774 -0.803
20 N 2.621 4.284 -1.804
21 C 2.495 5.489 -2.262
22 C 1.768 6.482 -1.530
23 N 1.190 7.280 -0.941
24 C 3.111 5.807 -3.512
25 N 3.606 6.100 -4.505
26 C -5.430 -2.598 3.830
27 C -4.344 -2.029 2.960
28 C -4.412 -2.116 1.575
29 C -3.420 -1.592 0.759
30 C -3.568 -1.731 -0.725
31 C -2.313 -0.970 1.358
32 Te -0.590 -0.124 0.364
33 N -0.423 0.963 -1.285
34 C -1.112 2.001 -1.844
35 O -0.521 2.793 -2.565
36 C -2.607 2.132 -1.699
37 C -3.343 1.714 -0.596
38 C -4.722 1.865 -0.559
39 C -5.383 2.437 -1.634
40 C -4.657 2.873 -2.735
41 C -3.280 2.731 -2.763
42 C 0.076 -1.896 -0.575
43 C 0.908 -2.691 0.219
44 C 1.322 -2.359 1.631
45 C 1.399 -3.879 -0.317
46 C 1.096 -4.279 -1.604
47 C 1.625 -5.567 -2.171
48 C 0.287 -3.451 -2.374
49 C -0.231 -2.253 -1.901
50 C -1.032 -1.431 -2.877
51 C -2.233 -0.829 2.756
52 C -1.137 -0.142 3.546
53 C -3.254 -1.389 3.522
54 H -6.233 -3.025 3.232
55 H -5.856 -1.826 4.472
56 H -5.036 -3.381 4.479
57 H -5.263 -2.605 1.116
58 H -4.544 -2.141 -0.978
59 H -2.805 -2.403 -1.123
60 H -3.474 -0.771 -1.229
61 H -2.857 1.293 0.275
62 H -5.275 1.539 0.312
63 H -6.459 2.554 -1.609
64 H -5.166 3.331 -3.573
65 H -2.700 3.075 -3.607
66 H 1.052 -1.355 1.954
67 H 2.408 -2.414 1.719
68 H 0.888 -3.075 2.332
69 H 2.041 -4.499 0.300
70 H 2.251 -6.089 -1.449
71 H 2.219 -5.380 -3.066
72 H 0.806 -6.231 -2.454
73 H 0.056 -3.741 -3.394
74 H -1.430 -2.079 -3.658
75 H -0.393 -0.681 -3.345
76 H -1.859 -0.895 -2.426
77 H -0.418 0.423 2.962
78 H -0.574 -0.883 4.118
79 H -1.588 0.547 4.260
80 H -3.188 -1.302 4.602

HOMO-LUMO gap (spin up / spin down)	6.6 / 5.3	eV
maximum force	0.8	eV/A
spin multiplicity	2
ΔE to the lowest compared entry with this formula, charge and spin	29.45	kcal/mol
net charge	0